1.
{
  "formula": "C20H14Cl5NO3PtTe",
  "method": "ωB97M-V with the def2-TZVPD basis set",
  "elements": ["Pt", "N", "C", "C", "O", "O", "H", "H", "H", "H", "Cl", "C", "C", "Cl", "C", "Cl", "C", "O", "C", "Cl", "C", "Cl", "Te", "C", "C", "C", "C", "C", "C", "C", "C", "C", "C", "C", "C", "H", "H", "H", "H", "H", "H", "H", "H", "H", "H"],
  "positions_angstrom": [[-0.329, 0.171, -0.360], [-1.555, -1.712, 0.516], [-2.900, -1.291, 0.893], [-3.441, -0.294, -0.191], [-4.537, -0.474, -0.675], [-2.626, 0.637, -0.479], [-1.596, -2.358, -0.270], [-1.073, -2.162, 1.290], [-2.846, -0.752, 1.842], [-3.605, -2.125, 0.972], [5.365, 0.070, 4.197], [4.305, -0.054, 2.859], [2.990, 0.394, 2.960], [2.424, 1.017, 4.455], [2.139, 0.335, 1.867], [0.530, 0.935, 2.005], [2.546, -0.204, 0.617], [1.798, -0.297, -0.414], [3.893, -0.661, 0.562], [4.434, -1.283, -0.937], [4.750, -0.581, 1.644], [6.370, -1.117, 1.502], [-1.307, 0.961, -2.708], [-0.058, 0.612, -4.425], [-0.572, 1.038, -5.644], [0.046, 0.671, -6.828], [1.170, -0.136, -6.796], [1.701, -0.535, -5.580], [1.097, -0.155, -4.392], [-1.972, -1.051, -2.898], [-3.280, -1.290, -3.280], [-3.741, -2.592, -3.383], [-2.892, -3.651, -3.113], [-1.583, -3.411, -2.719], [-1.118, -2.108, -2.608], [-1.458, 1.660, -5.660], [-0.354, 1.004, -7.773], [1.645, -0.450, -7.714], [2.588, -1.150, -5.556], [1.536, -0.449, -3.446], [-3.940, -0.458, -3.471], [-4.768, -2.768, -3.664], [-3.261, -4.662, -3.195], [-0.918, -4.235, -2.495], [-0.101, -1.906, -2.287]],
  "total_charge": 0,
  "gap_ev": [8.210, 5.992],
  "s_squared": 2.010,
  "spin_multiplicity": 3,
  "e_tot_ha": -3739.24043
}



2.
{
  "formula": "C20H14F3NO6",
  "method": "ωB97M-V with the def2-TZVPD basis set",
  "elements": ["O", "C", "N", "C", "C", "C", "C", "C", "C", "H", "H", "O", "C", "C", "H", "O", "H", "H", "H", "H", "H", "C", "O", "C", "C", "C", "C", "C", "C", "H", "H", "C", "C", "C", "O", "O", "H", "C", "F", "F", "F", "H", "H", "H"],
  "positions_angstrom": [[0.430, 2.479, -1.519], [0.803, 2.922, -0.460], [1.880, 2.486, 0.243], [2.547, 1.254, 0.097], [2.026, 0.231, -0.681], [2.638, -1.014, -0.694], [3.775, -1.243, 0.090], [4.314, -0.198, 0.829], [3.708, 1.042, 0.835], [4.125, 1.840, 1.432], [5.201, -0.387, 1.410], [4.367, -2.476, 0.164], [3.528, -3.514, -0.297], [2.904, -3.124, -1.635], [2.261, -3.916, -2.021], [2.085, -1.985, -1.478], [3.703, -2.910, -2.359], [4.157, -4.400, -0.394], [2.729, -3.701, 0.433], [1.145, 0.376, -1.281], [2.192, 3.037, 1.031], [0.003, 4.029, 0.263], [-1.377, 3.875, 0.002], [-1.922, 2.650, 0.138], [-1.316, 1.583, 0.788], [-1.921, 0.333, 0.782], [-3.178, 0.137, 0.181], [-3.810, 1.246, -0.405], [-3.195, 2.469, -0.431], [-3.660, 3.315, -0.910], [-4.779, 1.134, -0.864], [-3.693, -1.201, 0.214], [-2.980, -2.204, 0.772], [-1.673, -1.963, 1.369], [-0.972, -2.807, 1.864], [-1.232, -0.671, 1.365], [-3.335, -3.221, 0.803], [-5.048, -1.482, -0.387], [-5.097, -1.193, -1.698], [-6.020, -0.757, 0.197], [-5.413, -2.763, -0.269], [-0.362, 1.659, 1.281], [0.198, 4.021, 1.344], [0.261, 5.010, -0.145]],
  "total_charge": 0,
  "gap_ev": 7.795,
  "spin_multiplicity": 1,
  "e_tot_ha": -1576.36178
}